(1)
The following is a quantum chemistry calculation of the molecule C3H4N2OS2 in a non-equilibrium geometry, from the Open Molecules 2025 dataset.

Last column: Mulliken charge in e.
Positions of all 12 atoms, in Å:
O 2.497 0.346 0.018  -0.4981
C 1.317 -0.134 0.118  0.3794
N 1.196 -1.462 -0.174  -0.7880
N -0.132 -1.583 -0.113  0.1440
C -0.955 -0.418 -0.121  0.1024
S -2.661 -0.337 0.057  -0.2562
C 0.026 0.547 0.079  0.1264
S -0.260 2.303 -0.221  -0.2647
H 3.025 -0.562 0.311  0.4359
H -0.473 -2.465 -0.637  0.2760
H -2.757 0.988 -0.536  0.1777
H -0.824 2.778 1.218  0.1651

Calculated values
LUMO energy   0.363 eV
Orbital gap   0.3262 Ha
Total charge   0

(2)
The following is a quantum chemistry calculation of a structure of composition C2H4BiLiO2 in a non-equilibrium geometry, from the Open Molecules 2025 dataset.

Last column: Mulliken charge in e.
Positions of all 10 atoms, in Å:
O -0.639 1.247 -0.266  -0.5901
C 0.302 1.601 -1.195  -0.2436
C 1.484 0.686 -1.141  0.1703
O 1.523 -0.243 -0.338  -0.5025
H 0.705 2.628 -1.061  0.3589
H -0.062 1.573 -2.244  0.3598
H 2.313 0.834 -1.853  0.4668
Bi -0.185 -0.330 0.854  1.2961
Li -2.250 1.353 0.538  0.8400
H -1.574 -0.053 1.947  -0.1556

Calculated values
LUMO energy   -11.656 eV
Orbital gap   0.2566 Ha
Total charge   +2

(3)
The following is a quantum chemistry calculation of a cluster of 2 separate species, C6H14N2O2 in total in a non-equilibrium geometry, from the Open Molecules 2025 dataset.

Last column: Mulliken charge in e.
Positions of all 24 atoms, in Å:
C -0.183 -3.317 -0.621  -0.9263
N 0.089 -2.927 0.750  -0.2107
C 0.842 -1.863 1.216  0.8551
C 0.910 -1.894 2.709  -1.2433
O 1.372 -1.217 0.321  -0.6307
H 0.319 -4.222 -0.804  0.3396
H -1.189 -3.280 -0.836  0.3382
H 0.336 -2.577 -1.316  0.2822
H -0.376 -3.519 1.428  0.2121
H 1.414 -2.888 2.980  0.3338
H 1.637 -1.143 2.997  0.3321
H -0.090 -1.789 3.115  0.3391
C 1.347 2.232 -1.015  -0.8022
N 0.034 1.730 -0.664  -0.0569
C -1.139 2.403 -0.978  0.7077
C -2.368 1.848 -0.471  -1.1151
O -0.925 3.479 -1.418  -0.6006
H 1.593 3.235 -0.630  0.2674
H 2.141 1.511 -0.683  0.2734
H 1.572 2.430 -2.148  0.2410
H 0.086 0.922 0.011  0.1488
H -2.867 1.107 -1.169  0.2467
H -2.370 1.379 0.451  0.3601
H -3.104 2.654 -0.267  0.3086

Calculated values
LUMO energy   0.505 eV
Orbital gap   0.3438 Ha
Total charge   0

(4)
The following is a quantum chemistry calculation of a structure of composition C34H43AsCrN4O7S2 in a non-equilibrium geometry, from the Open Molecules 2025 dataset.

Last column: Mulliken spin population.
Positions of all 92 atoms, in Å:
Cr 0.603 1.165 1.018  3.6475
C -2.119 2.068 3.247  -0.0130
C -2.376 1.673 1.798  0.0485
N -1.346 2.205 0.889  -0.0470
C -1.841 2.382 -0.479  -0.0077
C -0.742 2.945 -1.368  0.0566
N 0.494 2.200 -1.166  0.0269
C 1.674 2.768 -1.818  0.0461
C 2.184 4.052 -1.150  0.0052
C 2.674 3.855 0.283  0.0074
N 1.561 3.701 1.224  0.0609
C 1.988 3.638 2.619  -0.0169
C 0.816 3.246 3.512  0.0453
N 0.371 1.893 3.194  0.0178
C -0.857 1.465 3.861  0.0703
H -2.973 1.735 3.840  0.0003
H -2.090 3.162 3.320  -0.0020
H -3.366 2.048 1.505  0.0059
H -2.383 0.588 1.689  -0.0115
H -1.072 3.125 1.226  0.0141
H -2.717 3.043 -0.500  0.0034
H -2.140 1.408 -0.847  0.0115
H -0.557 3.990 -1.102  -0.0037
H -1.082 2.916 -2.412  0.0011
H 0.375 1.239 -1.481  -0.0459
H 1.473 2.979 -2.879  0.0019
H 2.466 2.022 -1.764  -0.0119
H 1.414 4.831 -1.176  -0.0014
H 3.020 4.415 -1.749  -0.0004
H 3.309 4.711 0.562  0.0021
H 3.286 2.956 0.334  0.0002
H 0.943 4.499 1.108  -0.0006
H 2.418 4.588 2.965  0.0034
H 2.753 2.862 2.693  0.0011
H -0.012 3.949 3.362  0.0000
H 1.127 3.332 4.561  -0.0016
H 1.107 1.223 3.453  -0.0320
H -0.834 1.726 4.928  0.0065
H -0.901 0.377 3.780  -0.0228
O 4.033 0.526 -0.659  0.0028
S 2.960 -0.038 0.136  0.0142
O 1.795 -0.379 -0.668  0.0078
O 2.575 0.864 1.251  -0.0020
C 3.656 -1.448 0.982  0.0252
C 4.953 -1.804 0.635  0.0008
C 5.620 -2.787 1.345  -0.0002
C 4.982 -3.430 2.397  0.0004
C 3.692 -3.073 2.749  -0.0004
C 3.025 -2.063 2.067  0.0033
S 1.508 -1.500 2.863  0.0057
O 1.977 -0.459 3.774  0.0010
O 0.990 -2.669 3.539  0.0020
O 0.598 -1.009 1.814  -0.0044
H 5.415 -1.269 -0.183  -0.0002
H 6.640 -3.041 1.086  0.0001
H 5.504 -4.199 2.952  0.0001
H 3.174 -3.551 3.570  0.0001
O -1.221 -0.440 -0.100  0.0644
As -1.615 -1.546 -1.230  0.0106
C -0.321 -2.917 -1.600  0.0030
C 0.603 -3.216 -0.607  -0.0026
C 1.596 -4.148 -0.868  0.0004
C 1.635 -4.790 -2.097  -0.0001
C 0.673 -4.531 -3.066  0.0001
C -0.308 -3.584 -2.820  -0.0014
C -3.292 -2.391 -0.740  0.0019
C -3.652 -2.351 0.602  0.0008
C -4.846 -2.922 1.013  -0.0001
C -5.675 -3.535 0.083  0.0000
C -5.311 -3.582 -1.256  0.0001
C -4.118 -3.010 -1.671  0.0008
C -1.981 -0.613 -2.905  -0.0012
C -3.241 -0.075 -3.152  0.0007
C -3.438 0.771 -4.231  -0.0002
C -2.378 1.081 -5.075  0.0000
C -1.119 0.550 -4.831  -0.0005
C -0.915 -0.278 -3.738  -0.0008
H 0.542 -2.693 0.339  0.0040
H 2.343 -4.371 -0.117  0.0000
H 2.420 -5.507 -2.301  0.0000
H 0.695 -5.067 -4.006  0.0000
H -1.060 -3.357 -3.569  0.0000
H -2.984 -1.866 1.306  -0.0022
H -5.129 -2.893 2.057  0.0000
H -6.608 -3.979 0.402  0.0000
H -5.957 -4.065 -1.978  0.0000
H -3.835 -3.033 -2.718  0.0001
H -4.064 -0.316 -2.489  0.0000
H -4.421 1.181 -4.428  0.0000
H -2.535 1.740 -5.920  0.0000
H -0.298 0.776 -5.500  0.0000
H 0.071 -0.676 -3.519  0.0002

Calculated values
LUMO energy (alpha / beta)   0.215 / 0.207 eV
Orbital gap (alpha / beta)   0.2716 / 0.3345 Ha
Total charge   0
<S²>   6.01
2S+1   5